No. 1
Below is C37H32BrClN7O3STa as an isolated structure, with properties calculated with ωB97M-V/def2-TZVPD.

Values from the calculation:
* max |F|: 2.4 eV/A
* ΔE to the lowest compared entry with this formula, charge and spin: 2.483 eV
* charge: +2

Each line ends with the Mulliken charge.
Atoms and positions in Å:
Ta -0.916049 0.661192 0.648583  2.328
O -2.621231 -2.561136 -2.224301  -0.729
C -1.871563 -3.592987 -1.806544  0.368
C -2.244605 -4.883892 -2.189396  -0.775
C -1.494432 -5.977505 -1.814475  -0.466
C -0.334151 -5.814706 -1.056332  -1.133
C 0.023505 -4.556419 -0.637124  -0.270
C -0.737378 -3.423581 -0.986047  0.196
C -0.414841 -2.161489 -0.335589  0.846
O -1.145240 -1.085194 -0.505369  -0.224
N 0.545456 -2.166294 0.548823  -0.712
N 0.546845 -1.092144 1.326581  0.573
C 1.184184 -1.170426 2.455274  -0.580
C 0.878079 -0.356022 3.581859  0.002
C 1.659976 -0.408442 4.747692  -0.788
C 1.234863 0.196738 5.907199  -0.758
C 0.003332 0.850723 5.938468  -0.821
C -0.792678 0.910502 4.812238  -0.339
C -0.364457 0.340740 3.605379  1.176
O -1.068048 0.441103 2.488524  -0.480
H -2.319421 -1.758837 -1.765998  0.228
H -3.149991 -4.999298 -2.763111  0.536
H -1.814761 -6.969422 -2.093809  0.450
H 0.251793 -6.674484 -0.768574  0.473
H 0.868831 -4.405231 0.016322  0.556
H 1.853151 -2.014657 2.600081  0.600
H 2.608365 -0.922476 4.710561  0.538
H 1.841095 0.148132 6.797188  0.471
H -0.333179 1.324530 6.848814  0.479
H -1.746156 1.417062 4.850952  0.481
Br 1.750374 0.797221 -6.840253  -0.092
C 1.513960 0.945128 -4.964590  -0.378
C 2.174019 1.943101 -4.256249  -0.919
C 2.027017 2.024701 -2.889833  -0.663
C 1.219125 1.109004 -2.195133  -0.842
C 0.528985 0.142975 -2.931526  0.178
C 0.681157 0.052082 -4.297046  -0.564
N 1.057384 1.226249 -0.819472  0.676
C 2.063807 1.686826 -0.137252  -0.949
C 1.880241 2.283238 1.150329  0.337
C 2.937434 2.929583 1.807026  -1.145
C 2.670591 3.691740 2.926556  -0.595
C 1.360414 3.756872 3.394838  -1.138
C 0.382797 3.030921 2.734607  -0.233
N 0.618506 2.324114 1.632879  0.198
H 2.792282 2.662741 -4.769389  0.490
H 2.515136 2.826289 -2.356111  0.681
H -0.103472 -0.568751 -2.429339  0.793
H 0.160386 -0.707826 -4.857101  0.605
H 3.060179 1.716147 -0.566596  0.743
H 3.936808 2.861186 1.406905  0.603
H 3.455581 4.250292 3.411598  0.504
H 1.101253 4.360077 4.250965  0.513
H -0.637671 3.038433 3.087687  0.551
S 3.180113 -1.286716 -1.284496  -0.321
C 2.896611 -2.123920 -2.705867  0.467
N 2.064769 -3.201958 -2.686193  0.036
C 1.699487 -3.876779 -3.796660  0.152
C 2.173362 -3.504269 -5.017700  -1.005
C 3.085905 -2.431523 -5.089903  -0.122
C 3.445583 -1.758470 -3.956925  -0.966
H 1.721830 -3.519075 -1.782504  0.082
H 1.023807 -4.706680 -3.659135  0.387
H 1.874649 -4.032551 -5.906294  0.462
H 3.496360 -2.150003 -6.046451  0.519
H 4.158466 -0.949314 -3.975074  0.463
N -3.884496 0.985693 2.511215  -0.171
C -3.711014 2.278787 2.144131  0.268
C -4.777973 3.193525 2.219155  -1.089
C -4.595979 4.480895 1.781352  -0.535
C -3.339358 4.859792 1.303274  -1.001
C -2.353092 3.906773 1.237784  -0.273
N -2.520150 2.634636 1.629678  0.603
H -4.730790 0.723738 2.986438  0.252
H -3.070733 0.415997 2.678839  0.240
H -5.725145 2.859853 2.608852  0.487
H -5.405150 5.192681 1.801367  0.433
H -3.143489 5.869407 0.987396  0.481
H -1.370200 4.152703 0.855855  0.481
Cl -1.756741 1.989309 -1.266787  -0.076
C -2.845147 0.848020 -0.522907  -0.807
H -3.121509 0.105293 -1.268687  0.491
H -3.747561 1.365736 -0.211121  0.481

Forces on atoms 1 to 6 (eV/Å):
1.477 -0.421 -1.549
-0.274 0.375 -0.004
0.626 -0.287 0.351
-0.063 0.151 -0.068
0.003 0.185 -0.017
0.087 0.018 0.005

=====

No. 2
Below is one molecule with the formula C3H3FN2S, with properties calculated with ωB97M-V/def2-TZVPD.

Values from the calculation:
* max |F|: 3.6 eV/A
* ΔE to the lowest compared entry with this formula, charge and spin: 2.532 eV
* charge: 0
* SMILES: Fc1cncn1S

Each line ends with the natural charge from an NBO analysis.
Atoms and positions in Å:
F 0.572120 2.253355 -0.128077  -0.302
C 0.570655 0.910886 -0.009761  0.480
C 1.633418 0.118527 -0.074149  -0.169
N 1.175942 -1.172605 -0.047393  -0.467
C -0.121361 -1.155380 -0.141232  0.203
N -0.671040 0.088470 0.114955  -0.557
S -2.397750 0.343717 -0.196209  0.205
H 2.790366 0.238434 -0.368201  0.244
H -0.967381 -1.939342 -0.403991  0.208
H -2.584966 0.313942 1.254056  0.154

Forces on atoms 1 to 6 (eV/Å):
-0.718 -0.880 0.413
-2.086 1.632 -0.015
2.637 -0.658 -0.644
-0.989 -1.995 -1.459
-1.913 -1.231 0.840
2.267 1.302 -2.063

=====

No. 3
Below is C29H34MnN4O2S4 as an isolated structure, with properties calculated with ωB97M-V/def2-TZVPD.

Values from the calculation:
* max |F|: 0.3 eV/A
* electronic energy: -4237.19672 a.u.
* charge: +4
* multiplicity: 2

Each line ends with the Löwdin spin population.
Atoms and positions in Å:
Mn -0.719164 -0.158075 -0.442685  0.690
C -0.409723 -3.284178 -1.731862  -0.001
C -1.755794 -2.718094 -1.439519  -0.010
N -1.978853 -1.501008 -0.950431  -0.029
C -3.328135 -1.219095 -0.767470  -0.002
C -4.136599 -2.233849 -1.141054  -0.001
S -3.200332 -3.558462 -1.701369  -0.009
C -3.545129 0.085511 -0.169052  0.001
C -4.643315 0.750091 0.259095  0.001
S -4.185223 2.249407 0.946283  0.007
C -2.546223 1.933375 0.667953  0.010
N -2.358435 0.772482 0.053965  -0.006
C -1.461397 2.880459 1.055008  0.000
H 0.369224 -2.720837 -1.216878  0.000
H -0.218107 -3.276120 -2.807338  0.000
H -0.352208 -4.323630 -1.408969  0.000
H -5.214377 -2.290213 -1.106855  0.000
H -5.679336 0.448857 0.215494  0.000
H -1.864481 3.869655 1.267317  0.000
H -0.722291 2.976892 0.256394  0.000
H -0.959241 2.538916 1.963184  0.001
O -0.508535 -0.727077 1.223854  0.007
S -0.759031 -0.382494 2.773591  0.013
C 0.932735 0.073388 3.232467  0.002
C 2.019018 -0.810634 2.611020  0.002
C 3.166689 0.008857 1.988072  0.000
C 3.685234 -0.622986 0.700069  0.002
S 2.806208 -0.174778 -0.815489  0.000
O 1.275394 -0.268410 -0.487369  0.010
C 3.156358 1.543033 -1.010313  -0.001
C 4.266980 1.843948 -1.795150  0.000
C 4.644955 3.171270 -1.933949  0.000
C 3.904740 4.165593 -1.314172  0.000
C 2.783480 3.848993 -0.549166  0.000
C 2.401609 2.529023 -0.384676  0.000
C -1.090155 -1.920040 3.528616  -0.002
C -0.442964 -3.106225 3.175425  -0.001
C -0.728139 -4.239172 3.913258  0.000
C -1.620499 -4.176160 4.984498  0.000
C -2.254722 -2.987952 5.319560  0.000
C -2.007882 -1.842200 4.577516  0.000
H 0.910909 0.068389 4.325732  0.000
H 1.012317 1.115450 2.913108  0.000
H 1.574308 -1.415182 1.822841  0.001
H 2.403100 -1.502606 3.358908  0.000
H 4.002773 0.088462 2.682743  0.000
H 2.855763 1.036226 1.787390  0.000
H 3.676728 -1.714388 0.730149  0.000
H 4.705996 -0.310444 0.457848  0.000
H 4.834108 1.058346 -2.282122  0.000
H 5.512256 3.423726 -2.528335  0.000
H 4.196947 5.201641 -1.422571  0.000
H 2.223859 4.641349 -0.069815  0.000
H 1.545599 2.265492 0.224880  0.000
H 0.260049 -3.145689 2.355318  0.000
H -0.247717 -5.176463 3.667110  0.000
H -1.823819 -5.069950 5.559868  0.000
H -2.947333 -2.951768 6.149215  0.000
H -2.510769 -0.913688 4.820101  0.000
C 1.019877 0.140783 -5.366070  0.015
C 0.165880 0.556435 -4.240209  0.071
C -0.933266 1.453161 -4.214160  0.050
C -1.395737 1.508474 -2.936283  0.000
N -0.628751 0.630527 -2.133756  0.158
N 0.313773 0.109843 -2.999317  0.012
C -2.505783 2.370739 -2.457828  -0.003
H 0.850346 0.777746 -6.230556  0.000
H 0.780341 -0.888908 -5.654217  0.007
H 2.076649 0.165529 -5.092281  0.004
H -1.312069 2.005265 -5.060009  0.002
H 1.038988 -0.488710 -2.632736  -0.001
H -2.783189 3.046013 -3.264674  0.000
H -2.204450 2.979527 -1.609384  -0.001
H -3.390052 1.786646 -2.199774  0.000

Forces on atoms 1 to 6 (eV/Å):
0.319 0.049 0.010
-0.009 -0.019 -0.023
-0.013 0.020 0.032
0.064 0.000 -0.019
-0.014 -0.073 -0.016
0.027 0.030 0.029

=====

No. 4
Below is one molecule with the formula C5H12N2, with properties calculated with ωB97M-V/def2-TZVPD.

Values from the calculation:
* max |F|: 5.2 eV/A
* ΔE to the lowest compared entry with this formula, charge and spin: 2.516 eV
* charge: 0
* SMILES: N/C=C/CCCN

Each line ends with the natural charge from an NBO analysis.
Atoms and positions in Å:
N 0.327983 2.079813 2.439593  -0.809
C -0.358460 1.337351 1.525734  0.015
C 0.105428 1.048495 0.263488  -0.307
C -0.846589 0.617235 -0.808223  -0.433
C -1.067390 -0.975877 -1.018638  -0.418
C 0.175407 -1.728368 -0.673133  -0.217
N 1.505612 -1.271212 -1.106722  -0.871
H 0.179407 1.828988 3.428249  0.369
H 1.343785 2.152734 2.374212  0.375
H -1.334685 1.045669 1.948657  0.181
H 0.959318 1.860892 0.000836  0.198
H -1.827515 1.087771 -0.704238  0.206
H -0.368596 0.939363 -1.769052  0.205
H -1.353941 -1.151806 -2.104761  0.210
H -1.722203 -1.298920 -0.180709  0.219
H 0.290475 -1.982116 0.422439  0.189
H 0.123578 -2.819290 -1.031774  0.162
H 1.506020 -1.001699 -2.109713  0.349
H 2.362368 -1.769023 -0.896245  0.376

Forces on atoms 1 to 6 (eV/Å):
1.333 0.566 2.558
0.203 -1.226 -1.646
-0.050 3.578 1.849
0.741 -1.489 -1.828
0.747 2.012 0.530
2.707 -4.287 0.923

=====

No. 5
Below is C37H34NO12PS as an isolated structure, with properties calculated with ωB97M-V/def2-TZVPD.

Values from the calculation:
* max |F|: 3.0 eV/A
* electronic energy: -3127.42254 a.u.
* charge: 0

Each line ends with the Mulliken charge.
Atoms and positions in Å:
C 0.500414 2.166839 5.453388  -1.131
C -0.254075 1.377484 4.362925  -0.227
C -1.707569 1.788118 4.152742  -0.744
O -1.912168 2.810671 3.160751  -0.259
C -1.603531 4.116493 3.489323  0.204
O -0.247406 4.316723 3.130056  -0.246
N 0.100618 3.602979 1.958080  0.479
O 1.120243 3.981342 1.549549  -0.493
O -1.855737 4.502678 4.781961  -0.473
S -3.498443 4.519499 4.975521  1.159
O -4.044483 3.380045 5.591124  -0.616
O -3.731170 5.718120 5.686699  -0.608
O -3.846731 4.589164 3.425784  -0.470
C -2.627291 4.948854 2.680774  1.498
C -2.634444 6.498213 2.762311  -1.459
C -1.338229 7.305708 2.574211  0.591
C -0.451024 7.342891 3.834149  -1.541
C -0.534769 6.961445 1.304863  -1.328
P -3.044988 4.270363 0.981489  0.332
O -3.826989 3.029833 0.996021  -0.647
H -0.191877 2.713245 6.080778  0.199
H 1.174068 2.871123 4.983987  0.295
H 1.079268 1.468417 6.040151  0.385
H -0.274560 0.327359 4.634841  0.646
H 0.276314 1.409329 3.417364  -0.027
H -2.159936 2.012973 5.109128  0.376
H -2.235387 0.924421 3.771708  0.466
H -3.091726 6.838282 3.681497  0.296
H -3.293770 6.823708 1.960842  0.437
H -1.662765 8.331595 2.444802  0.797
H -1.000792 7.066681 4.724468  0.287
H 0.448163 6.758958 3.714865  0.279
H -0.128087 8.367378 3.988677  0.447
H -1.048317 6.292446 0.623266  0.292
H 0.441664 6.599313 1.585486  0.272
H -0.354699 7.875960 0.751360  0.356
H -3.764981 5.317350 0.371454  0.093
H -1.857171 4.161258 0.232703  0.111
C 4.154447 -4.844090 -0.008006  -0.607
C 3.242628 -5.820985 0.377700  -0.509
C 1.930793 -5.477934 0.654988  -0.637
C 1.526330 -4.153244 0.558326  0.301
C 2.447867 -3.169094 0.193137  0.224
C 3.759217 -3.521389 -0.099423  -0.544
C 2.047808 -1.737425 0.124932  0.509
O 2.844605 -0.881867 -0.201639  -0.688
C 0.643304 -1.378285 0.467094  -0.148
C 0.259556 -0.042817 0.456958  -0.329
C -1.047480 0.301972 0.754945  -0.269
C -1.980793 -0.684145 1.056283  -0.840
C -1.602604 -2.016019 1.073305  -0.987
C -0.289256 -2.367837 0.787631  0.722
C 0.106705 -3.803031 0.838837  0.517
O -0.706514 -4.662961 1.103167  -0.678
H 5.176586 -5.116513 -0.233598  0.415
H 3.557165 -6.852808 0.458959  0.424
H 1.218014 -6.235512 0.948591  0.489
H 4.466028 -2.758987 -0.395085  0.490
H 0.985945 0.722645 0.219094  0.542
H -1.346142 1.340975 0.753466  0.398
H -3.002800 -0.407636 1.281177  0.678
H -2.323454 -2.785812 1.310540  0.510
C 0.121393 -2.207036 -2.912588  -0.069
C -1.097064 -2.361570 -3.565299  -0.805
C -1.186249 -3.169104 -4.685597  -0.710
C -0.054856 -3.818240 -5.164017  0.172
C 1.172788 -3.645305 -4.520014  0.163
C 1.253487 -2.845263 -3.388037  -0.758
C 2.407172 -4.295371 -5.040189  0.519
O 3.472541 -4.150587 -4.477932  -0.663
C 2.301269 -5.122955 -6.274171  0.180
C 3.448622 -5.694403 -6.808926  -0.524
C 3.364648 -6.476173 -7.947372  -0.490
C 2.132334 -6.698360 -8.553251  -0.471
C 0.986528 -6.127694 -8.027937  -0.561
C 1.066896 -5.331538 -6.892794  0.130
C -0.171575 -4.698253 -6.359402  0.666
O -1.245915 -4.891245 -6.888437  -0.663
H 0.188267 -1.581242 -2.034393  0.588
H -1.977503 -1.852337 -3.196039  0.461
H -2.131810 -3.296828 -5.193291  0.476
H 2.203029 -2.722151 -2.884294  0.601
H 4.404092 -5.522531 -6.333847  0.471
H 4.260266 -6.916384 -8.365003  0.400
H 2.068246 -7.315438 -9.439494  0.401
H 0.027793 -6.294430 -8.498180  0.473

Forces on atoms 1 to 6 (eV/Å):
-0.179 -0.344 -0.857
-0.075 0.290 0.323
0.680 -0.820 -0.158
-0.514 -0.031 1.218
0.106 -1.253 -2.694
-0.028 1.492 1.292